Record 1
Here is C3HF3O in the gas phase in a non-equilibrium geometry from OMol25. Energies are from ωB97M-V/def2-TZVPD.

Computed properties:
HOMO energy, Eh: -0.3611
SMILES string: FC1=C(F)[C@@H](F)O1
Orbital gap, eV: 10.4340
Energy above the lowest of the compared OMol25 structures with the same formula, charge and spin, kJ/mol: 274.3

Structure (ORCA input):
```
! RIJCOSX wB97M-V def2-TZVPD def2/J DEFGRID3
* xyz 0 1
C -1.37432 0.82278 0.18249
C -2.16558 -0.25248 0.33084
C -0.12775 -0.07546 0.51810
O -0.92339 -1.23869 0.54343
F -1.65461 2.07932 0.02647
F -3.28270 -0.75474 -0.01961
F 0.35383 0.10526 1.75069
H 0.62553 0.01406 -0.15893
*
```

natural (NBO) population analysis, charges in e, atoms 1 to 4: 0.191 0.575 0.440 -0.516

***

Record 2
Here is C3HF6P in the gas phase in a non-equilibrium geometry from OMol25. Energies are from ωB97M-V/def2-TZVPD.

Computed properties:
HOMO energy, Eh: -0.3904
Orbital gap, eV: 9.1494
Energy above the lowest of the compared OMol25 structures with the same formula, charge and spin, kJ/mol: 216.2

Structure (ORCA input):
```
! RIJCOSX wB97M-V def2-TZVPD def2/J DEFGRID3
* xyz 0 1
C -1.66198 -1.71616 -1.25359
C -0.52341 -0.25037 0.12432
C -0.25457 -1.35787 -0.76908
F -1.77530 -1.20125 -2.47235
F -1.78825 0.34056 -0.00085
F 0.37219 -2.33942 -0.01121
F 0.62295 -1.15861 -1.79154
F 0.94983 -1.05127 2.24965
F -0.55457 0.82884 2.58204
P -0.65016 -0.73847 1.96015
H 0.07225 0.70827 -0.02859
*
```

natural (NBO) population analysis, charges in e, atoms 1 to 4: 0.450 -0.221 0.435 -0.292

***

Record 3
Here is a molecular structure, C3HFKO2 in a non-equilibrium geometry from OMol25. Energies are from ωB97M-V/def2-TZVPD.

Computed properties:
HOMO energy, Eh: -0.5411
Orbital gap, eV: 10.0479
Energy above the lowest of the compared OMol25 structures with the same formula, charge and spin, kJ/mol: 0.0

Structure (ORCA input):
```
! RIJCOSX wB97M-V def2-TZVPD def2/J DEFGRID3
* xyz 1 1
H -0.20824 2.82656 -2.70815
C 0.04375 1.92837 -1.28395
C -0.95771 2.55240 -1.80453
F -2.08241 3.07580 -1.43115
O 0.57092 -3.65983 3.66202
C 0.75078 -3.11315 2.66707
O 0.96691 -2.57798 1.65622
K 0.91600 -1.03216 -0.75752
*
```

natural (NBO) population analysis, charges in e, atoms 1 to 4: 0.283 -0.034 0.001 -0.242

***

Record 4
Here is a molecular structure, C3HFO2Zn in a non-equilibrium geometry from OMol25. Energies are from ωB97M-V/def2-TZVPD.

Computed properties:
HOMO energy (alpha / beta), Eh: -0.4785 / -0.5720
Orbital gap (alpha / beta), eV: 6.7172 / 9.3766

Structure (ORCA input):
```
! RIJCOSX wB97M-V def2-TZVPD def2/J DEFGRID3
* xyz 1 2
H -1.76277 -0.62423 1.32326
O 0.23890 -1.05127 0.48825
O 0.14363 1.06528 -0.18118
C -1.09335 -0.70278 0.38462
C -1.11177 0.59552 0.01254
C 1.00600 -0.01276 0.00210
F -2.05412 1.26653 -0.61764
Zn 2.86216 -0.00274 -0.22497
*
```

natural (NBO) population analysis, charges in e, atoms 1 to 4: 0.286 -0.351 -0.385 -0.055

***

Record 5
Here is 2 unconnected molecules or ions with the total composition C3HIN2 in a non-equilibrium geometry from OMol25. Energies are from ωB97M-V/def2-TZVPD.

Computed properties:
HOMO energy (alpha / beta), Eh: -0.3750 / -0.3764
Orbital gap (alpha / beta), eV: 6.0271 / 6.0668
Energy above the lowest of the compared OMol25 structures with the same formula, charge and spin, kJ/mol: 137.0

Structure (ORCA input):
```
! RIJCOSX wB97M-V def2-TZVPD def2/J DEFGRID3
* xyz 0 1
C 0.34393 1.25837 -0.09258
C 0.45583 -1.08676 -0.62826
C 0.37051 -0.07322 0.32025
N 0.33525 2.35641 -0.43076
N 0.54951 -1.90627 -1.42875
I -2.63602 -0.25105 0.90465
H 0.58099 -0.29748 1.35545
*
```

natural (NBO) population analysis, charges in e, atoms 1 to 4: 0.197 0.196 -0.248 -0.186

***

Record 6
Here is a molecular structure, C3HLiO4Yb in a non-equilibrium geometry from OMol25. Energies are from ωB97M-V/def2-TZVPD.

Computed properties:
HOMO energy (alpha / beta), Eh: -0.4574 / -0.6006
Orbital gap (alpha / beta), eV: 4.3772 / 6.9456

Structure (ORCA input):
```
! RIJCOSX wB97M-V def2-TZVPD def2/J DEFGRID3
* xyz 2 3
O -1.20168 -0.68873 -1.43280
C -0.57509 -0.42248 -0.44957
O -0.56353 -0.70577 0.73250
Yb -3.03225 -1.84628 -2.71359
O 1.06852 0.99980 -0.44150
C 1.53128 1.03689 0.85117
C 1.00374 0.41761 1.83357
O 1.03875 0.04988 3.03596
Li 0.63395 0.08919 4.72949
H 2.15045 1.52416 -0.36233
*
```

natural (NBO) population analysis, charges in e, atoms 1 to 4: -0.663 1.038 -0.503 1.091

***

Record 7
Here is a gas-phase ion, C3HN2O3 (charge -1) in a non-equilibrium geometry from OMol25. Energies are from ωB97M-V/def2-TZVPD.

Computed properties:
HOMO energy, Eh: -0.2070
SMILES string: N#CO/C([O-])=N\C=O
Orbital gap, eV: 9.6375
Energy above the lowest of the compared OMol25 structures with the same formula, charge and spin, kJ/mol: 119.7

Structure (ORCA input):
```
! RIJCOSX wB97M-V def2-TZVPD def2/J DEFGRID3
* xyz -1 1
C -1.55321 0.27895 -0.14186
C 0.70419 1.00219 0.19408
C 1.22360 -1.38216 -0.13247
N 1.31965 -2.45286 0.26463
N -0.57012 1.16727 0.18824
O -2.66682 0.75461 -0.32566
O 1.12553 -0.25686 -0.59599
O 1.62181 1.66048 0.64174
H -1.20463 -0.77162 -0.09272
*
```

natural (NBO) population analysis, charges in e, atoms 1 to 4: 0.509 0.863 0.582 -0.556

***

Record 8
Here is a molecular structure, C3HN3O6 in a non-equilibrium geometry from OMol25. Energies are from ωB97M-V/def2-TZVPD.

Computed properties:
HOMO energy, Eh: -0.3953
Orbital gap, eV: 8.6449
Energy above the lowest of the compared OMol25 structures with the same formula, charge and spin, kJ/mol: 572.0

Structure (ORCA input):
```
! RIJCOSX wB97M-V def2-TZVPD def2/J DEFGRID3
* xyz 0 1
C 1.55685 -1.70644 3.21954
C -0.13069 -0.75568 -0.06884
C -0.60674 -0.67625 2.33590
N 2.33834 -2.26854 3.85355
N -0.92715 -0.46218 1.04910
N 2.08051 -1.78926 -1.25886
O -1.22695 -0.62550 3.33510
O 2.95371 -1.08891 -1.12356
O 1.75049 -2.55744 -2.01349
O -0.60009 -0.45359 -1.29563
O 0.76145 -1.16832 2.34177
O 0.93653 -1.47960 0.01929
H -1.43437 0.07128 -1.13104
*
```

natural (NBO) population analysis, charges in e, atoms 1 to 4: 0.572 0.895 0.903 -0.420

***

Record 9
Here is C3HNO2 in the gas phase in a non-equilibrium geometry from OMol25. Energies are from ωB97M-V/def2-TZVPD.

Computed properties:
HOMO energy, Eh: -0.4100
SMILES string: N#CC(=O)C=O
Orbital gap, eV: 9.4304
Energy above the lowest of the compared OMol25 structures with the same formula, charge and spin, kJ/mol: 25.9

Structure (ORCA input):
```
! RIJCOSX wB97M-V def2-TZVPD def2/J DEFGRID3
* xyz 0 1
O 0.94448 1.22341 0.86647
C 0.59000 0.07656 0.91228
C -0.13890 -0.58036 -0.25883
O -0.59892 -1.68570 -0.22028
C -0.41642 0.36298 -1.34072
N -1.11709 1.19802 -1.72837
H 0.73686 -0.59491 1.76944
*
```

natural (NBO) population analysis, charges in e, atoms 1 to 4: -0.429 0.346 0.394 -0.410

***

Record 10
Here is a molecular structure, C3HNO2 in a non-equilibrium geometry from OMol25. Energies are from ωB97M-V/def2-TZVPD.

Computed properties:
HOMO energy (alpha / beta), Eh: -0.3492 / -0.3491
Orbital gap (alpha / beta), eV: 8.6438 / 8.6413
Energy above the lowest of the compared OMol25 structures with the same formula, charge and spin, kJ/mol: 748.7

Structure (ORCA input):
```
! RIJCOSX wB97M-V def2-TZVPD def2/J DEFGRID3
* xyz 0 1
C 0.28003 -0.37060 -0.36442
C -0.52995 1.10885 -0.12232
C -0.40951 0.26390 0.85114
N -0.47285 -1.60783 1.17223
O 0.30661 -1.62236 0.02558
O -0.34937 2.09245 -0.69275
H 1.17504 0.13559 -0.86947
*
```

natural (NBO) population analysis, charges in e, atoms 1 to 4: 0.095 0.553 -0.129 -0.037